Density functional theory data (wB97M-V/def2-TZVPD) for a 5-piece molecular cluster, C10H30O5S5 overall.

Summary:
HOMO energy   -8.65 eV
HOMO-LUMO gap   9.107 eV
Energy above the lowest of the compared OMol25 structures with the same formula, charge and spin   0.0000 eV
Net charge   0

Each line ends with the Löwdin charge.
Geometry (Å):
C: 0.4967 0.6828 -1.4666  -0.259
S: -0.7908 -0.2273 -0.6215  0.757
O: -2.0331 -0.0575 -1.4122  -0.520
C: -0.0922 -1.8346 -0.9062  -0.255
H: 1.4172 0.6777 -0.8804  0.036
H: 0.1300 1.6803 -1.6949  0.056
H: 0.7148 0.1708 -2.4098  0.037
H: -0.5929 -2.5653 -0.2677  0.044
H: 0.9307 -1.8237 -0.5200  0.065
H: -0.1271 -2.1599 -1.9438  0.039
C: -2.8813 -1.9418 1.8153  -0.281
S: -2.8207 -2.7890 3.4024  0.800
O: -1.6398 -3.6810 3.3210  -0.555
C: -2.2962 -1.3855 4.4005  -0.277
H: -2.0048 -1.3041 1.7172  0.005
H: -3.8041 -1.3821 1.6657  0.059
H: -2.8697 -2.7417 1.0750  0.049
H: -3.0450 -0.5980 4.4012  0.042
H: -1.3265 -1.0589 4.0237  0.043
H: -2.1178 -1.8021 5.3912  0.051
C: 1.1939 -4.0589 -4.8281  -0.260
S: 0.4699 -2.4728 -5.2788  0.824
O: 0.7480 -1.5134 -4.1884  -0.559
C: 1.6193 -2.0842 -6.5808  -0.280
H: 2.2454 -4.1208 -5.1120  0.051
H: 0.6753 -4.8207 -5.4148  0.051
H: 1.0842 -4.2466 -3.7646  0.052
H: 2.6091 -1.9030 -6.1610  0.062
H: 1.2677 -1.1806 -7.0750  0.050
H: 1.6878 -2.8991 -7.3029  0.058
C: 3.3225 1.4519 1.7077  -0.266
S: 2.7400 3.1146 1.9627  0.776
O: 3.7718 3.8203 2.7113  -0.532
C: 2.9227 3.6424 0.2629  -0.265
H: 2.5508 0.8484 1.2269  0.037
H: 3.5160 1.0415 2.6984  0.057
H: 4.2596 1.4285 1.1493  0.060
H: 3.9582 3.4528 -0.0244  0.057
H: 2.6979 4.7018 0.1782  0.052
H: 2.2472 3.0747 -0.3806  0.034
C: -1.3778 2.6702 1.3634  -0.261
S: -1.9313 1.6441 2.7320  0.777
O: -0.8349 1.6015 3.7286  -0.536
C: -3.0732 2.8823 3.3758  -0.255
H: -0.7708 2.0810 0.6844  -0.008
H: -0.8343 3.5416 1.7294  0.059
H: -2.2740 3.0378 0.8577  0.063
H: -2.4800 3.7915 3.5005  0.057
H: -3.3074 2.5831 4.3970  0.051
H: -3.9512 3.0309 2.7547  0.056